Record 1
Formula: C17H27N3OPtSi
Source: the OMol25 dataset
Level of theory: ωB97M-V/def2-TZVPD

Geometry as XYZ:
```
50
C17H27N3OPtSi (ωB97M-V/def2-TZVPD)
Pt 0.92868 0.12911 -0.46574
O 0.62287 -1.49588 0.83620
C 1.27130 -1.86709 1.90975
C 1.04594 -3.13398 2.44709
C 1.71685 -3.60835 3.59687
C 2.65596 -2.79991 4.21832
C 2.91582 -1.52560 3.72320
C 2.22544 -1.00386 2.58150
C 2.52098 0.28225 2.10607
N 1.84976 1.06457 1.20179
C 2.59842 2.20738 1.05018
C 3.67406 2.20638 1.86670
N 3.60469 1.01468 2.61623
H 0.32450 -3.75896 1.93015
H 1.50848 -4.60502 3.97412
H 3.17850 -3.14690 5.10603
H 3.61334 -0.88705 4.25552
H 2.27937 2.95811 0.34554
H 4.43017 2.95323 2.04283
H 4.44306 0.50210 2.85177
C 1.51984 -3.13658 -3.91468
Si 1.08356 -2.67770 -2.11159
C -0.06890 -4.03776 -1.48517
C 2.70455 -2.88286 -1.18161
C 0.25803 -1.01501 -2.06205
H 1.89673 -4.16232 -3.98923
H 2.29122 -2.46339 -4.30022
H 0.64479 -3.04581 -4.56575
H 0.37191 -5.03285 -1.60649
H -1.03184 -4.01816 -2.00407
H -0.24584 -3.86158 -0.42181
H 3.09730 -3.89727 -1.32072
H 2.55881 -2.71019 -0.11611
H 3.45165 -2.16645 -1.53414
H -0.82569 -1.16679 -1.95480
H 0.42752 -0.50589 -3.01915
C -1.72056 1.58542 -1.56075
C -0.48226 2.48185 -1.39976
C -0.59692 3.23714 -0.06481
C -0.49103 3.51266 -2.54372
N 0.80724 1.81171 -1.43600
H -2.63739 2.18780 -1.50402
H -1.74130 0.82246 -0.78281
H -1.69714 1.07525 -2.52627
H -1.54756 3.78199 -0.01067
H 0.22253 3.95237 0.03587
H -0.53355 2.53360 0.76667
H -1.39244 4.13905 -2.51977
H -0.44955 2.99722 -3.50633
H 0.39100 4.15058 -2.46272
```

Results
gap between HOMO and LUMO (alpha / beta): 2.956 / 5.311 eV
spin multiplicity: 3
LUMO (alpha / beta): 5.10 / 5.08 eV
net charge: -2

In elementary charge units, the Löwdin charges are: 0.995 -0.297 -0.413 -0.082 -0.183 -0.202 -0.107 -0.143 -0.302 -0.100 -0.213 -0.162 0.035 0.079 0.058 0.064 0.061 0.065 0.064 0.103 -0.220 0.398 -0.196 -0.195 -0.457 0.005 0.011 0.007 0.012 0.012 0.006 0.017 0.006 0.021 -0.020 -0.023 -0.111 -0.780 -0.094 -0.106 -0.153 0.061 0.055 0.060 0.064 0.058 0.063 0.059 0.062 0.058

---

Record 2
Formula: C17H27N6O7S3Sr
Source: the OMol25 dataset
Level of theory: ωB97M-V/def2-TZVPD

Geometry as XYZ:
```
61
C17H27N6O7S3Sr (ωB97M-V/def2-TZVPD)
Sr 0.72875 0.24527 -0.23668
C 3.63456 2.30950 -2.35077
C 2.52712 3.30780 -2.03391
S 1.62778 3.20331 -0.47152
C 2.87242 3.51266 0.80340
C 3.93350 2.45228 1.05797
S 3.25993 0.81189 1.43926
C 4.31208 -0.31075 0.48028
C 4.63924 0.03420 -0.96816
S 3.28752 0.53867 -2.07703
H 4.54182 2.55492 -1.80404
H 3.87482 2.42108 -3.40909
H 1.73871 3.24907 -2.78662
H 2.94861 4.31221 -2.11521
H 2.28694 3.68765 1.70790
H 3.36578 4.45812 0.56932
H 4.53990 2.77816 1.90393
H 4.59783 2.35935 0.20521
H 3.79221 -1.26995 0.54269
H 5.25813 -0.44458 1.00842
H 5.08674 -0.85464 -1.41539
H 5.40363 0.80810 -1.02124
O -2.35963 -0.21411 6.85744
N -3.09580 0.35023 6.07291
O -4.05134 1.03140 6.37195
C -2.66165 0.38762 4.67779
C -3.42014 1.07001 3.73993
C -3.00557 1.10170 2.42731
C -1.78794 0.48990 1.95184
O -1.36091 0.61984 0.77668
C -1.10176 -0.24226 2.99345
C -1.50556 -0.27710 4.31569
N 0.09838 -1.02716 2.72315
O 0.34539 -1.37185 1.55929
O 0.79970 -1.35844 3.64836
N -3.88770 1.80966 1.48472
O -4.83804 2.39734 1.95854
O -3.58483 1.83542 0.30846
H -4.33270 1.56871 4.02838
H -0.93599 -0.82269 5.05078
C -1.40774 -3.91102 -1.39656
N -0.77528 -2.89069 -2.22456
C 0.66462 -2.90151 -2.12983
C -1.39617 -1.67263 -2.37318
N -0.70672 -0.57714 -2.19779
N -2.71033 -1.68639 -2.69697
C -3.31144 -2.74086 -3.49872
C -3.51294 -0.48701 -2.52916
H -1.02330 -3.85800 -0.37048
H -1.19155 -4.90107 -1.79828
H -2.48294 -3.77535 -1.36049
H 1.02120 -3.91326 -2.32033
H 1.01552 -2.62916 -1.11651
H 1.10211 -2.22347 -2.85917
H -1.23772 0.22709 -2.51640
H -2.54874 -3.44304 -3.82300
H -3.77415 -2.29951 -4.38384
H -4.08313 -3.27790 -2.94315
H -3.19359 0.06743 -1.64625
H -4.55028 -0.78387 -2.38254
H -3.46936 0.16483 -3.40816
```

Results
gap between HOMO and LUMO: 7.824 eV
spin multiplicity: 1
LUMO: -3.58 eV
net charge: +1

In elementary charge units, the Löwdin charges are: 1.254 -0.494 -0.510 0.833 -0.505 -0.492 0.838 -0.507 -0.506 0.843 0.067 0.085 0.081 0.093 0.084 0.095 0.092 0.052 0.078 0.092 0.085 0.076 0.089 -0.356 0.101 -0.122 0.101 -0.034 -0.289 -0.216 -0.048 0.095 -0.323 -0.137 0.123 -0.340 0.087 0.080 0.139 0.137 -0.035 -0.164 -0.074 -0.456 0.006 -0.153 -0.043 -0.034 0.096 0.099 0.081 0.099 0.071 0.084 0.047 0.092 0.097 0.093 0.076 0.100 0.101

---

Record 3
Formula: C17H28As2F5N2PdS
Source: the OMol25 dataset
Level of theory: ωB97M-V/def2-TZVPD

Geometry as XYZ:
```
56
C17H28As2F5N2PdS (ωB97M-V/def2-TZVPD)
Pd -0.03052 0.97560 -0.18051
C -4.08945 2.39247 0.37214
As -3.47873 2.18806 -1.43664
C -4.21426 0.54861 -2.12049
C -4.27259 3.60095 -2.46118
S -1.37527 2.32959 -1.61521
H -5.17676 2.34075 0.40421
H -3.74640 3.35774 0.73975
H -3.65738 1.60847 0.98703
H -5.29619 0.55146 -1.99580
H -3.77815 -0.29287 -1.58793
H -3.96006 0.47445 -3.17593
H -5.35701 3.54531 -2.37966
H -3.97005 3.49240 -3.50065
H -3.91475 4.55327 -2.07593
F -0.53357 3.33114 1.20536
C 0.16909 2.18517 1.37234
F 1.41689 2.56120 1.74167
C -0.46682 1.47907 2.60423
F -1.75455 1.18026 2.34643
F -0.43072 2.25416 3.67967
F 0.16356 0.33209 2.88570
C 3.17930 -0.78533 2.65994
C 2.68064 -1.30569 1.31421
As 2.21174 0.12844 0.08079
C 3.61358 1.45670 0.31277
C 4.99428 0.95624 -0.09593
C 2.55206 -0.52817 -1.73728
C 3.38880 -1.79685 -1.85381
H 3.32820 -1.62086 3.34359
H 2.47387 -0.09909 3.12608
H 4.13400 -0.27028 2.55955
H 1.78711 -1.92051 1.43158
H 3.44164 -1.91748 0.82953
H 3.59350 1.76533 1.35589
H 3.30596 2.31933 -0.28015
H 5.29002 0.06785 0.46428
H 5.73981 1.72735 0.09808
H 5.04481 0.71681 -1.15815
H 3.03611 0.30840 -2.24532
H 1.58162 -0.64809 -2.22338
H 4.37257 -1.67465 -1.40141
H 3.53748 -2.05112 -2.90340
H 2.91027 -2.65096 -1.37156
N -2.56371 -6.18349 1.22807
C -2.22000 -5.14939 0.86880
C -1.78986 -3.85205 0.41796
C -2.40448 -2.70033 0.89323
C -1.95121 -1.47959 0.42795
N -0.95689 -1.34720 -0.45213
C -0.37409 -2.46182 -0.89727
C -0.75201 -3.73127 -0.49781
H -3.21069 -2.75440 1.61057
H -2.39567 -0.56120 0.79191
H 0.42779 -2.34065 -1.61512
H -0.25284 -4.60530 -0.89064
```

Results
gap between HOMO and LUMO: 8.369 eV
spin multiplicity: 1
LUMO: -3.40 eV
net charge: +1

In elementary charge units, the Löwdin charges are: 0.429 -0.233 0.708 -0.237 -0.245 0.189 0.050 0.052 0.011 0.048 0.018 0.047 0.048 0.046 0.047 0.034 -0.526 0.037 -0.601 0.110 0.190 0.128 -0.147 -0.384 1.209 -0.398 -0.144 -0.405 -0.157 0.083 0.058 0.065 0.062 0.062 0.060 0.079 0.068 0.083 0.063 0.072 0.040 0.066 0.082 0.062 0.196 -0.155 -0.202 0.017 -0.139 0.014 -0.121 0.015 0.131 0.086 0.096 0.131

---

Record 4
Formula: C17H28AsBaBrN5Si2
Source: the OMol25 dataset
Level of theory: ωB97M-V/def2-TZVPD

Geometry as XYZ:
```
55
C17H28AsBaBrN5Si2 (ωB97M-V/def2-TZVPD)
Ba 0.01583 -0.86197 -0.42631
N 3.23963 -2.75797 2.73239
C 2.25143 -3.09867 3.60479
C 1.28263 -2.14947 3.46139
N 1.65453 -1.24487 2.51709
C 2.84033 -1.62727 2.09799
C 3.58413 -0.98057 1.02249
N 3.55633 -1.37677 -0.22971
C 4.34733 -0.50907 -0.91471
C 4.84903 0.43423 -0.06451
N 4.35623 0.12693 1.16709
H 4.10873 -3.24647 2.58929
H 2.29683 -3.96947 4.22329
H 0.35923 -2.04147 3.99529
H 4.52693 -0.63527 -1.96431
H 5.47373 1.28143 -0.24811
H 4.52123 0.63243 2.02199
Br -4.63747 -5.44157 -1.02531
C -2.80127 -5.17417 -1.40801
C -2.08117 -6.08667 -2.16701
C -0.74407 -5.81797 -2.41001
C -0.18907 -4.65917 -1.88931
N -0.88477 -3.79127 -1.16541
C -2.16197 -4.04007 -0.92801
H -2.55517 -6.97527 -2.55371
H -0.14547 -6.49537 -2.99701
H 0.85283 -4.40837 -2.05271
H -2.70187 -3.31137 -0.33451
C -3.36277 3.95763 -1.81441
Si -2.95617 2.33333 -0.90001
C -3.24987 2.53703 0.98069
C -4.18527 0.99413 -1.49731
As -0.75147 1.79733 -1.60811
Si 0.50523 3.00223 -0.02111
C 0.49913 2.41193 1.80679
C 2.29743 2.76843 -0.65081
C 0.09313 4.86603 -0.07191
H -4.37187 4.30523 -1.62261
H -3.25797 3.81103 -2.88611
H -2.67887 4.74853 -1.52331
H -4.28407 2.79823 1.17579
H -2.63507 3.32673 1.39759
H -3.03877 1.61733 1.52499
H -5.20937 1.33143 -1.37641
H -4.08227 0.06513 -0.93951
H -4.03707 0.77543 -2.55111
H 0.95493 1.42893 1.91799
H -0.50967 2.36223 2.20559
H 1.05393 3.10153 2.43399
H 2.55263 1.70983 -0.67661
H 3.02843 3.27703 -0.03331
H 2.38743 3.15593 -1.66161
H -0.87357 5.06883 0.37859
H 0.06483 5.21543 -1.10081
H 0.83243 5.45883 0.45849
```

Results
gap between HOMO and LUMO: 6.359 eV
spin multiplicity: 1
LUMO: -2.97 eV
net charge: +1

In elementary charge units, the Löwdin charges are: 1.307 0.131 -0.070 -0.139 0.057 -0.321 -0.332 0.078 -0.145 -0.087 0.136 0.173 0.118 0.105 0.107 0.123 0.173 0.788 -0.656 -0.080 -0.033 -0.146 -0.056 -0.213 0.116 0.116 0.112 0.098 -0.237 0.181 -0.225 -0.240 0.374 0.141 -0.225 -0.251 -0.222 0.024 0.023 0.007 0.026 0.006 0.013 0.026 0.003 0.019 -0.026 0.005 0.028 -0.024 0.026 0.028 0.012 0.026 0.024

---

Which formula does entry 3 have? C17H28As2F5N2PdS

---

The lowest net charge belongs to which entry? C17H27N3OPtSi

---

Which formula does entry 4 have? C17H28AsBaBrN5Si2